Entry 1:
Computed, not measured: a cluster of 8 separate species, C51H73NO22S in total, with ωB97M-V with the def2-TZVPD basis set.

Output
LUMO level	0.0121	Ha
HOMO-LUMO gap	0.28219	Eh
ΔE to the lowest compared entry with this formula, charge and spin	0.00	kJ/mol
maximum force	0.0196	Eh/bohr

Element x y z (Å)
S (0.0913, -4.4097, -1.1801)
O (8.9186, 3.6690, -4.1335)
O (8.8572, 1.4250, -3.9845)
O (-7.9375, 1.8135, 5.4124)
O (-9.2657, 3.4885, 4.8027)
O (-6.7715, 1.9056, 0.8818)
O (6.0228, -0.3255, -0.1118)
O (-9.6767, -3.8752, 0.5383)
O (-10.9208, -2.4513, 1.7673)
O (-9.6183, 1.4252, 3.9706)
O (14.2311, -1.7330, -3.2792)
O (7.7693, -0.5385, -1.4718)
O (-11.8841, -4.1287, 0.6138)
O (-0.7897, 1.8336, 3.5403)
O (0.7841, 0.8427, 2.2589)
O (-6.3742, 0.1036, 2.1148)
O (-4.7327, 1.6013, 1.7818)
O (14.7102, 0.1850, -4.3608)
O (5.7053, -0.9864, -2.2408)
O (-0.4131, 1.3631, -2.3210)
O (7.5607, 2.4623, -5.4669)
O (12.9718, 0.1106, -2.9735)
O (-1.0760, -0.2598, 2.8475)
N (-2.4150, -2.9677, -1.6321)
C (-7.8147, 0.1197, 1.8880)
C (11.8155, 2.1910, -3.4762)
C (0.2428, 3.5708, -0.0289)
C (2.5655, -1.1762, 0.7828)
C (2.7242, -2.5546, 0.1235)
C (-12.1945, -6.3189, -0.3954)
C (-8.3525, -1.2685, 1.6696)
C (-7.3061, 3.0150, 5.8768)
C (-1.2656, -2.1360, -1.7390)
C (13.1449, 1.5010, -3.3129)
C (7.4639, 1.0556, -5.7763)
C (-2.4454, -3.7728, -0.4720)
C (0.9674, -0.5253, -1.9437)
C (-1.4195, -0.7850, -2.0134)
C (4.1207, -3.1295, 0.4358)
C (-1.3257, -4.5204, -0.1286)
C (2.5836, 3.3138, 0.7378)
C (0.0000, -2.6739, -1.5516)
C (-1.3198, -5.3220, 1.0029)
C (-8.0643, 5.4359, 5.6284)
C (2.1252, 3.0151, -1.6943)
C (-9.0056, 2.1729, 4.6666)
C (6.9796, 0.8519, 1.7861)
C (-1.2240, 1.9989, -1.3347)
C (-3.5682, -4.6366, 1.4695)
C (13.9695, 1.3921, -4.5777)
C (-0.2899, 0.0131, -2.0982)
C (-2.1333, 4.1199, -0.5094)
C (1.5523, 2.7977, -0.2775)
C (7.9350, 0.4365, -4.4790)
C (-8.4557, 4.0022, 5.8792)
C (-7.9007, 1.0335, 0.6875)
C (8.4843, 2.6224, -4.4966)
C (13.9943, -0.5936, -3.5123)
C (-2.1660, 1.5001, 3.8062)
C (6.0609, 0.6812, -6.1800)
C (1.1377, -1.8716, -1.6466)
C (-5.8582, 1.2330, 1.6123)
C (-2.1396, -0.0150, 3.7848)
C (8.2514, 0.1440, -0.3052)
C (-3.4077, -0.6929, 3.3309)
C (6.4273, -0.6514, -1.3535)
C (-10.8361, -3.3907, 1.0439)
C (2.5299, -2.4058, -1.3953)
C (-2.4488, -5.3859, 1.8018)
C (7.1916, -0.1951, 0.7225)
C (-3.5729, -3.8387, 0.3403)
C (-0.2548, 0.8106, 2.8375)
C (-9.9553, -5.1495, -0.0558)
C (-0.8565, 3.4691, -1.0984)
C (-11.4217, -5.0248, -0.4141)
H (7.3842, -1.1704, 1.1771)
H (-2.4724, 1.9099, 4.7659)
H (13.3489, 1.2670, -5.4685)
H (2.0687, 2.1235, -2.3146)
H (4.1135, -4.2182, 0.5085)
H (4.4445, -2.7625, 1.4125)
H (4.8020, -2.7785, -0.3388)
H (-1.8752, 4.8534, 0.2542)
H (5.3410, 1.0787, -5.4644)
H (3.5574, 2.8420, 0.5932)
H (-7.7695, 0.5036, -0.2596)
H (-9.3110, -5.3110, -0.9159)
H (2.2457, 3.1806, 1.7671)
H (-3.3001, -1.7743, 3.4324)
H (7.1313, 0.3140, -3.7558)
H (6.5797, 1.7658, 1.3457)
H (11.1592, 1.6066, -4.1137)
H (-0.4141, -5.8703, 1.2308)
H (-9.3799, -1.2452, 1.3160)
H (-8.2816, 0.5881, 2.7574)
H (-2.4052, -0.3550, -2.1498)
H (-2.7151, 3.3490, 0.0057)
H (1.4034, 1.7398, -0.0463)
H (-13.2163, -6.1626, -0.7385)
H (-8.3311, -1.8396, 2.5960)
H (-4.4399, -4.6697, 2.1111)
H (8.4398, -0.5161, -4.6164)
H (1.9522, -3.2032, 0.5414)
H (-2.4634, -5.9906, 2.6988)
H (-4.2628, -0.3697, 3.9227)
H (1.5281, -0.8573, 0.8107)
H (-11.5446, -4.5188, -1.3753)
H (-2.2723, 1.9617, -1.6558)
H (2.7229, 4.3897, 0.5811)
H (8.3013, 1.2136, -0.5224)
H (-4.4465, -3.2566, 0.0651)
H (2.6598, -3.3537, -1.9241)
H (9.2416, -0.2183, -0.0420)
H (-1.8242, -0.4041, 4.7580)
H (3.2543, -1.6783, -1.7631)
H (-3.6031, -0.4802, 2.2849)
H (-7.3070, 5.7549, 6.3447)
H (6.2611, 0.5066, 2.5285)
H (0.5287, 4.6205, 0.1057)
H (-8.8197, 1.6125, 0.6565)
H (-7.6734, 5.5518, 4.6172)
H (-9.0379, 3.9181, 6.8004)
H (13.7263, 1.9670, -2.5123)
H (3.1940, -0.4281, 0.2919)
H (7.9193, 1.0773, 2.2910)
H (-7.7348, -1.8031, 0.9436)
H (-9.7723, -5.9286, 0.6877)
H (-1.1491, 1.4798, -0.3724)
H (14.6489, 2.2277, -4.7241)
H (5.9552, -0.4025, -6.2271)
H (-0.1931, 3.2230, 0.9147)
H (1.8378, 0.1116, -2.0222)
H (2.8907, -1.2313, 1.8254)
H (-0.5774, 3.9673, -2.0258)
H (11.3160, 2.3001, -2.5150)
H (-12.2471, -6.7151, 0.6190)
H (-6.5201, 3.2917, 5.1699)
H (-2.7862, 1.9174, 3.0143)
H (-11.7208, -7.0554, -1.0446)
H (3.1816, 3.2834, -1.6358)
H (-2.7568, 4.5571, -1.2881)
H (11.9448, 3.1834, -3.9083)
H (1.5739, 3.7914, -2.2242)
H (-8.9275, 6.0932, 5.7227)
H (-6.8707, 2.8543, 6.8594)
H (8.1657, 0.8458, -6.5885)
H (5.8168, 1.0969, -7.1571)
H (-3.2296, -2.3666, -1.6409)


Entry 2:
Computed, not measured: a cluster of 13 separate species, C51H79Cl9O22 in total, with ωB97M-V with the def2-TZVPD basis set.

Output
LUMO level	-0.0684	Ha
HOMO-LUMO gap	0.27983	Eh
ΔE to the lowest compared entry with this formula, charge and spin	0.00	kJ/mol
maximum force	0.1138	Eh/bohr

Element x y z (Å)
Cl (1.5366, -4.6358, -4.9604)
Cl (2.4297, 5.5740, 2.7499)
Cl (1.7113, -5.6606, -2.2269)
Cl (4.8197, 4.2854, 3.7559)
Cl (-2.4335, -6.5353, 2.6009)
Cl (0.6628, -7.2755, -4.1994)
Cl (2.2083, 2.9320, 4.1640)
Cl (-1.0464, -5.0989, 0.3480)
Cl (-3.1577, -3.8149, 1.8216)
O (5.9494, -0.9865, -0.4616)
O (-1.8424, 4.5098, -0.5862)
O (-2.6269, -4.2383, -4.0881)
O (4.8130, 0.2410, -5.6664)
O (1.2688, 6.9459, -1.4374)
O (1.4949, 0.3645, 1.0968)
O (-2.6089, -2.0449, -5.4208)
O (6.3029, -4.0838, 4.5296)
O (-1.1952, 2.4421, -5.6186)
O (-1.1078, -2.5557, 4.1071)
O (5.1635, -2.8764, 6.6245)
O (3.5429, 8.4391, -1.0171)
O (6.0741, 4.7883, -2.7490)
O (-5.2360, -0.2351, 0.3335)
O (6.3886, 1.8452, -4.2381)
O (2.5266, -0.1926, 3.5532)
O (-2.9224, 2.6190, 3.9332)
O (1.2160, 1.7295, -4.4553)
O (3.7291, 3.8630, -3.9951)
O (3.8238, -2.2588, -1.8404)
O (3.9599, -1.4358, 1.5338)
O (-0.5538, -2.5190, -3.5291)
C (0.0085, -2.5249, 4.9736)
C (4.2795, -1.0442, -3.7885)
C (-2.1361, 4.0338, -2.9435)
C (-6.0121, -0.9339, 1.3004)
C (-2.3744, -5.5915, -6.0168)
C (-1.3395, 5.1909, 1.7080)
C (2.4254, 6.3915, -1.9085)
C (0.7794, -5.6243, -3.6812)
C (4.1917, -1.6902, 2.6715)
C (-1.7747, 0.1193, -5.7469)
C (5.4676, -3.0456, 4.3128)
C (5.6078, -0.5417, -1.7251)
C (-7.3001, -0.2532, 1.6128)
C (-0.6635, -1.4433, -4.0761)
C (3.7146, 4.6766, -3.0136)
C (-1.6091, 3.5354, -1.5664)
C (-0.8612, 4.4901, 0.4855)
C (5.8930, 0.8638, -3.7325)
C (0.1919, -0.3179, -3.8408)
C (-4.6018, -3.7702, -2.6698)
C (-1.6436, -1.1019, -5.1380)
C (-2.3104, -1.9883, 4.6479)
C (4.8147, -2.5668, 5.4927)
C (3.4355, -1.1517, 3.8682)
C (3.2528, 3.9509, 3.0629)
C (-3.0938, -3.1099, 5.2524)
C (3.6231, 7.2752, -1.4673)
C (3.8043, -1.5191, 5.1754)
C (-3.5457, 1.7354, 3.0637)
C (4.8634, 6.5334, -1.8029)
C (-3.9475, -0.7608, 0.0825)
C (-1.8913, 2.0394, 4.6307)
C (6.2116, 0.4210, -2.4394)
C (-0.9515, 1.2329, -5.3528)
C (4.4746, -1.3812, -2.3503)
C (4.9662, -0.0447, -4.3885)
C (-0.4239, -1.0217, 1.4856)
C (5.2260, -2.6597, 3.0787)
C (0.4835, -0.3875, 0.3947)
C (2.4307, 5.2772, -2.5801)
C (2.1416, 2.1235, -0.5112)
C (0.1847, 0.8217, -4.4885)
C (-3.1038, -4.1600, -2.7526)
C (-2.8736, -5.6031, -4.6027)
C (-4.5839, 2.5742, 2.3011)
C (-1.1482, 3.2556, 5.2513)
C (-1.8446, -4.9398, 1.9915)
C (-3.0103, 0.2777, -0.5236)
C (0.9759, -3.6979, 4.6854)
C (4.9069, 5.3976, -2.4935)
C (2.4828, 0.8135, 0.1311)
H (1.3482, 7.8484, -1.1200)
H (2.4119, 0.0420, 2.6294)
H (-3.2681, 0.8204, -1.4331)
H (-2.5853, 0.1606, -6.4594)
H (1.9770, 2.8859, 0.2502)
H (-2.4341, 3.2098, -3.5918)
H (3.5909, -1.6101, -4.3984)
H (-5.5080, -1.0736, 2.2567)
H (-2.5247, -3.3493, -2.3104)
H (-6.3078, -1.8610, 0.8093)
H (-1.8581, 3.8484, 5.8282)
H (0.8297, -1.2116, -0.2291)
H (-0.3021, -2.5965, 6.0159)
H (6.3390, -4.4026, 5.4344)
H (-2.9021, -1.4132, 3.9357)
H (-1.0588, -4.5669, 2.6484)
H (1.8022, -3.5694, 3.9862)
H (-0.1566, -5.1574, -3.3743)
H (-0.5453, 3.3234, -1.6737)
H (-5.2854, -4.5987, -2.8552)
H (-1.9774, 6.0626, 1.5617)
H (5.4494, -1.7395, -0.1382)
H (-0.5563, 3.4850, 0.7772)
H (-5.2767, 3.1072, 2.9523)
H (-0.3307, 2.9173, 5.8879)
H (-0.0190, 5.0647, 0.0999)
H (-2.8898, -5.0260, -2.1263)
H (-1.0812, 1.4974, 4.1426)
H (-4.8660, -3.2013, -1.7784)
H (-2.0527, 2.5614, -1.3598)
H (-2.1984, -1.2617, 5.4527)
H (-4.8373, -3.0813, -3.4810)
H (5.2161, 1.1115, -5.7041)
H (7.0344, 0.8866, -1.9173)
H (-2.8958, -4.7657, -6.5010)
H (-2.8884, -4.1207, 4.8998)
H (-5.1954, 1.9554, 1.6444)
H (0.3378, -4.5049, 4.3255)
H (3.2918, -1.0605, 6.0082)
H (-2.0177, 4.4466, 2.1254)
H (-7.8246, 0.0095, 0.6941)
H (-2.8757, 1.3959, 2.2737)
H (3.0201, 2.3754, -1.1053)
H (3.3998, 3.5747, 2.0505)
H (1.2344, 2.0840, -1.1140)
H (-4.0384, -1.6721, -0.5086)
H (-2.5205, -2.8405, -4.8909)
H (0.5427, -1.5775, 5.0460)
H (-3.9005, -5.9054, -4.3971)
H (-4.0062, 3.2665, 1.6888)
H (1.5771, -3.9998, 5.5431)
H (-0.9408, -0.2471, 2.0522)
H (-2.2339, 1.2942, 5.3486)
H (-1.1131, -1.7187, 1.0090)
H (-4.1655, -2.9113, 5.2511)
H (-1.3375, -5.2708, -5.9160)
H (1.4649, 4.8197, -2.7359)
H (5.7353, 7.0861, -1.4855)
H (-0.5345, 5.3069, 2.4337)
H (-1.3601, 4.7035, -3.3141)
H (5.9607, 3.9904, -3.2707)
H (-0.1279, 0.2151, -0.2770)
H (-2.0902, -0.2260, -0.8200)
H (3.4674, 0.9198, 0.5864)
H (-2.7973, -3.1930, 6.2980)
H (-7.9690, -0.9445, 2.1254)
H (-7.2390, 0.6819, 2.1696)
H (-3.4793, -1.0341, 1.0281)
H (0.1925, -1.6574, 2.1213)
H (-2.6684, 1.1107, 0.0906)
H (-3.0794, 4.4613, -2.6035)
H (1.0725, -0.6302, -3.2992)
H (1.0985, 2.3445, -5.1830)
H (-2.2057, -6.2906, -4.0837)
H (-0.8099, 3.9625, 4.4937)
H (5.7261, -3.1872, 2.2800)
H (-3.9691, 0.8758, 3.5832)
H (2.7039, 0.0536, -0.6184)
H (-2.4032, -6.5752, -6.4854)


Q: The highest LUMO level belongs to which entry?
A: C51H73NO22S


Q: Among the records above, which one has the lowest maximum force?
A: C51H73NO22S


Q: What is the LUMO level in the second record?
A: -0.0684 Ha